{"formula": "C6H9NO3", "method": "ωB97M-V with the def2-TZVPD basis set", "elements": ["O", "O", "O", "N", "C", "C", "C", "C", "C", "C", "H", "H", "H", "H", "H", "H", "H", "H", "H"], "xyz": [[1.79, 1.62, -1.39], [-1.80, 1.71, 1.50], [3.15, 1.08, 0.35], [0.26, -1.14, -0.33], [1.29, -0.31, -0.02], [-1.62, 1.83, 0.32], [2.04, 0.70, -0.41], [1.14, -1.53, 0.76], [-1.50, 0.65, -0.60], [-1.10, -0.72, -0.03], [-1.71, 2.76, -0.26], [-1.16, -0.88, 1.09], [-1.87, -1.52, -0.40], [-2.68, 0.70, -0.94], [1.76, -2.36, 0.40], [2.57, 2.33, -1.45], [0.75, -1.77, 1.80], [3.34, 0.33, 0.94], [-0.85, 0.91, -1.55]], "e_tot_ha": -514.3558, "relative_energy_kcal_mol": 98.6, "lumo_energy_ev": 0.57, "molar_mass_g_mol": 143.14, "total_charge": 0, "homo_energy_ev": -7.86, "smiles": "O=CCCN1CC1=C(O)O"}

{"formula": "C6H9NO3S", "method": "ωB97M-V with the def2-TZVPD basis set", "elements": ["S", "O", "O", "O", "N", "C", "C", "C", "C", "C", "C", "H", "H", "H", "H", "H", "H", "H", "H", "H"], "xyz": [[1.72, 1.73, -0.04], [-1.74, -1.69, -1.12], [-2.88, 0.24, -1.39], [-0.43, -3.56, -0.82], [1.30, -1.59, 0.97], [-1.96, -0.37, -0.93], [0.22, -1.35, 0.03], [-0.62, -2.26, -0.54], [0.10, 1.18, -0.77], [-0.62, -0.02, -0.08], [0.90, 2.64, 1.34], [-1.19, -3.96, -1.44], [1.61, 2.83, 2.24], [0.13, 1.93, 1.48], [-0.92, 0.28, 0.91], [0.62, 3.59, 0.94], [1.75, -0.70, 1.21], [-0.61, 2.14, -0.86], [2.14, -2.03, 0.69], [0.48, 0.99, -1.82]], "e_tot_ha": -912.6208, "relative_energy_kcal_mol": 49.0, "lumo_energy_ev": 0.50, "molar_mass_g_mol": 175.21, "total_charge": 0, "homo_energy_ev": -7.98, "smiles": "CSC[C@H]1C(=O)OC(O)=C1N"}

{"formula": "C6H9NOS", "method": "ωB97M-V with the def2-TZVPD basis set", "elements": ["S", "O", "N", "C", "C", "C", "C", "C", "C", "H", "H", "H", "H", "H", "H", "H", "H", "H"], "xyz": [[3.91, 0.15, -0.48], [4.91, 0.32, 0.61], [1.67, -1.13, -0.20], [-1.12, 0.37, -1.11], [1.28, 0.17, -0.09], [-0.88, -0.54, 1.24], [2.46, 1.08, -0.05], [-0.24, 0.39, 0.17], [2.91, -1.34, -0.22], [-1.05, -0.58, -1.48], [3.40, -2.39, -0.33], [-0.17, 1.50, 0.40], [-0.45, -0.20, 2.15], [-2.11, 0.59, -0.96], [-0.51, -1.61, 0.96], [2.47, 2.13, 0.25], [-0.66, 1.01, -1.79], [-2.04, -0.34, 1.24]], "e_tot_ha": -762.0730, "relative_energy_kcal_mol": 59.9, "lumo_energy_ev": -0.82, "molar_mass_g_mol": 143.21, "total_charge": 0, "homo_energy_ev": -9.14}

{"formula": "C6H9NOS2", "method": "ωB97M-V with the def2-TZVPD basis set", "elements": ["S", "S", "O", "N", "C", "C", "C", "C", "C", "C", "H", "H", "H", "H", "H", "H", "H", "H", "H"], "xyz": [[3.10, -1.08, 0.17], [2.10, 0.32, -0.66], [2.76, 1.64, -0.92], [0.89, 0.71, 0.67], [0.01, -1.74, -1.04], [-0.78, -1.37, -0.03], [0.18, 1.98, 0.30], [-1.86, -0.50, -0.32], [-2.89, 0.02, -0.66], [0.36, -0.32, 1.24], [-0.31, -1.38, -2.06], [-3.62, 0.80, -0.79], [0.66, -2.61, -1.06], [-1.05, -2.04, 0.86], [-0.59, -0.21, 1.91], [0.14, 2.53, 1.26], [0.81, 2.51, -0.44], [-0.90, 1.76, -0.02], [1.00, -1.01, 1.59]], "e_tot_ha": -1160.1616, "relative_energy_kcal_mol": 131.0, "lumo_energy_ev": [-1.25, -1.25], "molar_mass_g_mol": 175.28, "total_charge": 0, "homo_energy_ev": [-8.23, -8.23]}

{"formula": "C6H9NOS2", "method": "ωB97M-V with the def2-TZVPD basis set", "elements": ["S", "S", "O", "N", "C", "C", "C", "C", "C", "C", "H", "H", "H", "H", "H", "H", "H", "H", "H"], "xyz": [[3.15, -1.69, -0.90], [0.67, 2.28, -0.86], [-0.09, -2.08, 0.38], [-0.65, 1.85, -0.16], [0.55, -1.47, -0.40], [-2.88, 1.02, 0.93], [-1.61, 1.42, 0.39], [2.13, -0.02, 1.07], [0.00, -1.09, -1.75], [1.86, -1.00, -0.01], [-0.01, 0.08, -1.76], [-2.84, 0.14, 1.43], [-3.64, 1.07, 0.14], [-3.13, 1.69, 1.71], [-0.98, -1.47, -1.92], [3.15, -0.09, 1.54], [0.63, -1.60, -2.44], [2.31, 0.96, 0.71], [1.40, -0.02, 1.91]], "e_tot_ha": -1160.2738, "relative_energy_kcal_mol": 60.6, "lumo_energy_ev": -0.57, "molar_mass_g_mol": 175.28, "total_charge": 0, "homo_energy_ev": -8.62, "smiles": "CC(=O)C(C)=S.CC#[N+][S-]"}

{"formula": "C6H9NS", "method": "ωB97M-V with the def2-TZVPD basis set", "elements": ["S", "N", "C", "C", "C", "C", "C", "C", "H", "H", "H", "H", "H", "H", "H", "H", "H"], "xyz": [[-2.30, -1.62, 0.01], [-1.22, -0.38, -0.11], [-0.75, -0.32, -1.66], [1.18, -0.15, -0.59], [0.08, -0.29, 0.63], [0.14, 0.85, 1.68], [0.51, 0.63, -1.70], [0.59, -0.89, -1.75], [-3.43, -0.81, 0.37], [1.06, -1.67, -2.25], [-0.03, 0.53, 2.68], [1.24, 1.11, 1.66], [2.22, -0.25, -0.36], [0.46, -1.27, 1.02], [-1.57, -0.18, -2.27], [0.68, 1.36, -2.42], [-0.55, 1.70, 1.50]], "e_tot_ha": -686.8121, "relative_energy_kcal_mol": 94.6, "lumo_energy_ev": 0.99, "molar_mass_g_mol": 127.21, "total_charge": 0, "homo_energy_ev": -8.50, "smiles": "C[C@@H]1[C@@H]2[C@H]3[C@@H]2[C@H]3N1S"}

{"formula": "C6H9NS", "method": "ωB97M-V with the def2-TZVPD basis set", "elements": ["S", "N", "C", "C", "C", "C", "C", "C", "H", "H", "H", "H", "H", "H", "H", "H", "H"], "xyz": [[0.32, 1.85, 0.66], [-1.33, 0.31, -1.01], [0.97, 0.28, 0.00], [-3.26, -0.30, 0.44], [-2.22, 0.06, -0.22], [0.62, -0.95, 0.80], [-0.09, 0.91, -0.85], [2.38, 0.29, -0.53], [-3.29, -1.24, 0.96], [0.23, 1.40, -1.76], [-0.28, -0.79, 1.39], [0.45, -1.79, 0.13], [3.09, 0.29, 0.29], [-4.13, 0.33, 0.51], [2.53, -0.62, -1.12], [2.57, 1.15, -1.16], [1.44, -1.18, 1.48]], "e_tot_ha": -686.8997, "relative_energy_kcal_mol": 39.6, "lumo_energy_ev": 0.84, "molar_mass_g_mol": 127.21, "total_charge": 0, "homo_energy_ev": -8.80, "smiles": "C=C=N[C@H]1SC1(C)C"}

{"formula": "C6H9NS2", "method": "ωB97M-V with the def2-TZVPD basis set", "elements": ["S", "S", "N", "C", "C", "C", "C", "C", "C", "H", "H", "H", "H", "H", "H", "H", "H", "H"], "xyz": [[0.91, 2.65, -2.41], [-1.28, -1.78, -0.70], [-0.79, -1.36, 0.80], [-0.17, -0.65, -1.71], [-1.24, -2.20, 1.88], [1.11, 0.51, 0.15], [1.27, 2.02, 0.21], [0.29, 0.43, -0.93], [0.23, 1.98, -1.01], [-0.50, -2.03, 2.71], [-2.16, -1.64, 2.41], [1.66, -0.23, 0.72], [2.31, 2.48, 0.20], [-0.87, -0.36, -2.46], [-1.50, -3.25, 1.55], [-0.64, 2.46, -0.59], [0.67, -1.32, -1.93], [0.68, 2.31, 1.11]], "e_tot_ha": -1084.9513, "relative_energy_kcal_mol": 131.0, "lumo_energy_ev": [-0.07, -1.72], "molar_mass_g_mol": 159.28, "total_charge": 0, "homo_energy_ev": [-8.65, -7.77]}

{"formula": "C6H9O", "method": "ωB97M-V with the def2-TZVPD basis set", "elements": ["O", "C", "C", "C", "C", "C", "C", "H", "H", "H", "H", "H", "H", "H", "H", "H"], "xyz": [[-1.87, -0.33, 1.06], [0.96, -1.07, -0.98], [-0.95, 0.50, -0.88], [-1.14, 0.21, 1.99], [-2.14, 0.26, -0.18], [0.36, 0.18, -0.51], [0.97, 0.66, 0.62], [-3.12, 0.41, -0.52], [-1.04, 1.18, 2.08], [1.99, -0.82, -1.01], [1.83, 0.12, 1.02], [0.68, -1.42, -1.98], [0.66, -1.88, -0.36], [-1.20, 0.63, -1.97], [-0.73, -0.54, 2.69], [0.93, 1.65, 1.03]], "e_tot_ha": -308.8408, "relative_energy_kcal_mol": 66.3, "lumo_energy_ev": [-5.79, -5.79], "molar_mass_g_mol": 97.14, "total_charge": 1, "homo_energy_ev": [-14.41, -14.41]}

{"formula": "C6H9O2", "method": "ωB97M-V with the def2-TZVPD basis set", "elements": ["O", "O", "C", "C", "C", "C", "C", "C", "H", "H", "H", "H", "H", "H", "H", "H", "H"], "xyz": [[-0.76, 2.58, -0.74], [-1.67, 1.74, -2.62], [1.75, -1.13, -0.34], [0.56, 0.28, -0.16], [-0.99, 1.69, -1.57], [0.85, -0.81, 0.71], [0.28, -1.41, 1.74], [-0.44, 0.23, -1.29], [-0.55, -0.95, 2.25], [-2.24, 0.75, 2.17], [0.11, 0.03, -2.19], [-1.31, -0.35, -1.05], [1.28, 1.09, -0.15], [2.77, -0.78, -0.26], [-1.72, 1.01, 2.63], [0.67, -2.35, 2.11], [1.42, -1.62, -1.24]], "e_tot_ha": -384.4232, "relative_energy_kcal_mol": 76.8, "lumo_energy_ev": 3.81, "molar_mass_g_mol": 113.14, "total_charge": -1, "homo_energy_ev": -4.02}

{"formula": "C6H9P", "method": "ωB97M-V with the def2-TZVPD basis set", "elements": ["P", "C", "C", "C", "C", "C", "C", "H", "H", "H", "H", "H", "H", "H", "H", "H"], "xyz": [[2.08, -0.62, -0.93], [0.75, -1.03, 0.77], [-1.09, 0.13, 1.90], [0.72, 0.55, -1.37], [-0.11, 1.07, -0.25], [0.44, -0.81, -1.93], [-0.11, -0.02, 0.85], [-0.86, -0.44, 2.82], [-1.99, -0.23, 1.43], [-1.18, 1.24, -0.54], [-1.34, 1.22, 1.97], [1.04, -1.97, 1.34], [0.48, -1.03, -2.93], [1.11, 1.40, -1.98], [0.26, 1.97, 0.11], [-0.20, -1.43, -1.25]], "e_tot_ha": -575.2718, "relative_energy_kcal_mol": 41.6, "lumo_energy_ev": 1.03, "molar_mass_g_mol": 112.11, "total_charge": 0, "homo_energy_ev": -8.77, "smiles": "CC1=CP2C[C@H]2C1"}

{"formula": "C6O2", "method": "ωB97M-V with the def2-TZVPD basis set", "elements": ["O", "O", "C", "C", "C", "C", "C", "C"], "xyz": [[-2.36, -1.59, 0.11], [2.28, -1.45, 0.27], [-1.61, -0.68, 0.01], [0.43, 2.49, 0.50], [-0.04, 1.40, 0.01], [0.73, 0.21, -0.58], [1.43, -0.66, 0.08], [-0.87, 0.29, -0.41]], "e_tot_ha": -378.8027, "lumo_energy_ev": -2.10, "molar_mass_g_mol": 104.06, "total_charge": 0, "homo_energy_ev": -9.84}